[1]
C19H19AlGeO2S4 as an isolated structure. Source: the OMol25 dataset; level of theory: wB97M-V/def2-TZVPD.

ORCA input file:
```
! wB97M-V def2-TZVPD RIJCOSX def2/J DEFGRID3
* xyz 2 1
Al -1.04 -0.30 0.69
O -6.07 -0.51 -3.42
C -5.13 -0.47 -2.71
S -4.42 1.06 -2.08
C -3.29 0.32 -1.04
C -3.28 -1.10 -0.99
S -2.22 -2.05 -0.04
S -4.39 -1.94 -1.98
S -2.24 1.37 -0.17
C -1.33 -0.72 4.78
C -0.42 0.51 4.68
C -0.68 1.01 3.27
O -0.93 -0.25 2.50
C -1.15 -1.40 3.44
H -2.37 -0.42 4.92
H -1.05 -1.38 5.59
H 0.62 0.23 4.80
H -0.66 1.28 5.41
H 0.17 1.51 2.80
H -1.58 1.61 3.19
H -0.26 -2.01 3.40
H -2.02 -1.95 3.08
Ge 1.44 -0.32 -0.23
C 1.35 -1.50 -1.71
C 0.62 -1.18 -2.86
C 0.69 -2.00 -3.97
C 1.48 -3.15 -3.94
C 2.20 -3.48 -2.79
C 2.13 -2.67 -1.67
C 1.76 1.55 -0.44
C 2.77 2.13 0.35
C 3.17 3.43 0.10
C 2.55 4.17 -0.90
C 1.53 3.61 -1.67
C 1.12 2.31 -1.43
H 2.30 -0.88 0.92
H 0.01 -0.29 -2.90
H 0.14 -1.75 -4.87
H 1.53 -3.79 -4.80
H 2.82 -4.37 -2.78
H 2.68 -2.93 -0.78
H 3.25 1.55 1.13
H 3.97 3.86 0.68
H 2.86 5.19 -1.08
H 1.06 4.20 -2.45
H 0.33 1.89 -2.03
*
```

Output
HOMO-LUMO gap (spin up / spin down)	5.1 / 5.5	eV
total energy	-130545.5898	eV
E_HOMO (spin up / spin down)	-14.558 / -14.481	eV

=====

[2]
C35H28BrN10O5PdSSe as an isolated structure in a non-equilibrium geometry. Source: the OMol25 dataset; level of theory: wB97M-V/def2-TZVPD.

ORCA input file:
```
! wB97M-V def2-TZVPD RIJCOSX def2/J DEFGRID3
* xyz 3 5
Pd 0.64 -0.36 0.98
Se 5.87 -3.15 6.02
N 4.93 -1.65 5.87
C 4.27 -1.74 4.76
C 3.38 -0.72 4.27
C 3.15 0.45 5.00
C 2.29 1.40 4.48
C 1.71 1.15 3.25
N 1.92 0.02 2.55
C 2.73 -0.92 3.04
C 2.93 -2.20 2.28
N 2.27 -2.34 1.15
C 2.40 -3.47 0.45
C 3.22 -4.53 0.84
C 3.92 -4.40 2.01
C 3.78 -3.22 2.76
C 4.47 -3.02 3.99
N 5.30 -3.88 4.52
H 3.65 0.59 5.95
H 2.07 2.31 5.01
H 1.06 1.88 2.80
H 1.83 -3.53 -0.47
H 3.29 -5.42 0.23
H 4.57 -5.19 2.38
Br -10.50 -0.97 4.87
C -9.30 -1.32 3.50
C -9.54 -2.40 2.64
C -8.65 -2.68 1.64
C -7.49 -1.88 1.49
C -7.28 -0.77 2.35
C -8.19 -0.49 3.33
N -6.60 -2.18 0.53
N -5.56 -1.70 0.00
C -4.37 -1.65 0.61
C -4.16 -1.89 2.00
C -2.93 -1.74 2.57
C -1.82 -1.30 1.81
O -0.65 -1.09 2.33
C -1.99 -1.10 0.39
N -0.89 -0.74 -0.31
C -0.98 -0.60 -1.63
C -2.17 -0.79 -2.31
C -3.31 -1.14 -1.61
C -3.23 -1.30 -0.23
H -10.42 -3.01 2.77
H -8.82 -3.50 0.96
H -6.42 -0.12 2.18
H -8.05 0.37 3.97
H -5.00 -2.23 2.59
H -2.78 -1.96 3.62
H -0.07 -0.34 -2.15
H -2.20 -0.67 -3.39
H -4.25 -1.29 -2.12
C 3.34 4.76 -7.73
C 3.10 3.69 -6.67
S 2.37 4.45 -5.24
O 3.39 5.16 -4.50
O 1.15 5.11 -5.61
C 1.86 3.04 -4.19
C 2.34 3.30 -2.77
N 2.37 2.08 -1.94
C 1.50 1.79 -0.96
N 1.80 0.60 -0.41
C 2.88 0.11 -1.08
C 3.23 1.01 -2.03
N 4.33 0.88 -2.95
O 4.40 1.69 -3.85
O 4.98 -0.14 -2.84
C 0.42 2.72 -0.50
H 3.76 4.29 -8.62
H 4.05 5.51 -7.38
H 2.41 5.24 -8.02
H 4.03 3.24 -6.30
H 2.39 2.93 -6.99
H 2.30 2.14 -4.61
H 0.78 3.02 -4.28
H 1.68 4.00 -2.27
H 3.33 3.75 -2.79
H 3.35 -0.83 -0.85
H 0.85 3.55 0.06
H -0.26 2.18 0.14
H -0.14 3.14 -1.34
*
```

Output
HOMO-LUMO gap (spin up / spin down)	4.7 / 2.9	eV
⟨S²⟩	6.09
total energy	-211560.3059	eV
E_HOMO (spin up / spin down)	-13.903 / -15.098	eV

=====

- What is the total energy in the second record?
  -211560.3059 eV

=====

- What is the formula in the second record?
  C35H28BrN10O5PdSSe